(1)
Formula: C4H4FeO2
Source: the Open Molecules 2025 dataset
Level of theory: ωB97M-V/def2-TZVPD

XYZ file:
```
11
C4H4FeO2 | the Open Molecules 2025 dataset | ωB97M-V/def2-TZVPD
C 2.22035 0.45167 -1.08673
O 2.15911 -0.30161 -1.96936
H 2.06547 -0.46924 -2.94384
C 0.52444 0.97865 0.91966
C -0.33817 -0.03096 0.79885
C -1.30861 -0.70602 0.10660
O -2.47881 -0.93567 0.44554
Fe -3.89045 -0.37606 1.47128
H 1.23097 0.97155 1.76015
H 0.26219 1.96767 0.52189
H -0.44649 -1.54998 -0.02403
```

Summary:
spin multiplicity = 7
⟨S²⟩ = 12.01
total charge = +4
energy relative to the best compared isomer or geometry (same formula, charge and spin) = 0.0 kcal per mole
highest occupied orbital energy (alpha / beta) = -29.5 / -30.3 eV
HOMO-LUMO gap (alpha / beta) = 10.75 / 7.61 eV

Here are the Löwdin charges for atoms 1 to 6, given in e: 0.47 0.39 0.29 0.29 0.25 -0.04



(2)
Formula: C16H12F24N4O24S8Zn3
Source: the Open Molecules 2025 dataset
Level of theory: ωB97M-V/def2-TZVPD

XYZ file:
```
91
C16H12F24N4O24S8Zn3 | the Open Molecules 2025 dataset | ωB97M-V/def2-TZVPD
Zn 1.12286 16.83947 -10.82462
Zn 6.31700 16.24480 -9.61687
Zn 2.74203 13.91713 -7.35209
C 4.17014 20.05607 -11.57489
F 3.43062 21.00576 -11.06900
F 5.02167 20.56962 -12.33833
F 4.79674 19.32551 -10.59377
S 3.14115 18.90399 -12.73624
O 4.00025 18.14487 -13.56446
O 2.35773 18.03779 -11.80811
O 2.28995 19.83703 -13.55306
C 0.70281 15.89760 -15.12829
F -0.26223 15.43441 -15.91941
F 1.32093 14.97858 -14.45900
F 1.62031 16.65280 -15.76493
S -0.20986 16.99071 -13.81008
O 0.21326 18.37609 -14.03278
O -1.62974 16.81913 -14.05811
O 0.19641 16.45659 -12.50058
C 3.51990 12.92901 -11.96280
F 2.38221 12.23285 -12.01960
F 4.48050 11.96131 -11.76219
F 3.75041 13.46787 -13.17482
S 3.45350 14.32573 -10.57680
O 4.79075 14.93162 -10.44062
O 2.40293 15.33234 -10.95141
O 3.10962 13.63000 -9.31944
C 3.51164 18.56618 -7.13651
F 4.47588 18.35369 -6.27620
F 2.36647 18.56359 -6.43631
F 3.73633 19.70023 -7.88633
S 3.38958 17.07731 -8.38389
O 2.23223 17.38902 -9.23180
O 4.67055 17.01459 -9.03047
O 3.27187 15.80398 -7.62178
C 9.45736 13.20250 -11.40780
F 8.74410 13.03844 -12.50537
F 9.11108 12.36446 -10.44169
F 10.70531 13.14520 -11.73068
S 9.12454 15.00183 -10.79582
O 10.05385 15.28249 -9.66365
O 9.41090 15.91569 -11.87061
O 7.70088 15.03910 -10.46346
C -0.84772 12.10397 -14.03904
F 0.46692 11.96886 -14.13406
F -1.29586 11.46557 -12.91382
F -1.08543 13.41500 -13.95557
S -1.68339 11.28484 -15.55548
O -2.97570 10.83797 -15.10480
O -1.93460 12.43876 -16.50562
O -0.77931 10.18376 -16.00402
C -0.96740 12.98138 -9.80638
F 0.07117 12.27444 -10.19173
F -1.69079 13.34928 -10.95616
F -1.72970 12.31638 -8.96517
S -0.30109 14.59845 -8.82979
O 0.81417 14.08281 -7.99625
O 0.20657 15.60215 -9.76890
O -1.39297 15.07383 -8.01551
C 6.46410 14.85890 -5.16383
F 5.53674 15.85020 -4.91322
F 7.66320 15.37516 -5.17308
F 6.29213 13.92346 -4.21245
S 6.01328 14.13043 -6.87706
O 4.63633 13.63962 -6.74659
O 6.17132 15.16491 -7.90567
O 6.97414 12.99353 -7.09120
C 0.19960 9.53076 -11.40124
C 0.36216 8.93711 -12.76421
N 0.47666 8.51277 -13.78983
H -0.75796 10.01720 -11.58712
H 0.98842 10.24990 -11.18053
H 0.15805 8.81872 -10.57700
C 3.81463 9.88541 -13.87747
C 2.86537 9.49511 -14.96486
N 2.19339 9.19107 -15.83242
H 4.83989 9.52738 -13.97099
H 3.40155 9.53123 -12.93300
H 3.74710 10.97331 -13.87655
C 7.02923 10.20094 -8.72496
C 5.75725 10.77217 -8.65879
N 4.65726 11.27098 -8.59426
H 7.53346 10.23694 -9.69064
H 7.04620 9.17357 -8.36120
H 7.71267 10.63522 -7.99529
C 6.31664 12.86879 -15.75212
C 6.33394 11.37983 -15.89238
N 6.39061 10.20991 -15.91755
H 5.48948 13.33659 -16.28604
H 7.25313 13.26757 -16.14209
H 6.26275 13.31422 -14.75874
```

Summary:
total charge = -2
highest occupied orbital energy = -3.4 eV
HOMO-LUMO gap = 4.53 eV

Here are the Löwdin charges for atoms 1 to 6, given in e: 0.67 0.95 0.91 -0.71 0.17 0.20



(3)
Formula: C19H52Cd2N3O9
Source: the Open Molecules 2025 dataset
Level of theory: ωB97M-V/def2-TZVPD

XYZ file:
```
85
C19H52Cd2N3O9 | the Open Molecules 2025 dataset | ωB97M-V/def2-TZVPD
Cd 10.32147 8.80692 -15.65151
Cd 12.66388 10.25884 -17.25682
C 9.56340 10.49021 -18.38703
O 10.54621 10.10395 -17.43599
H 9.60262 9.88366 -19.30331
H 8.54583 10.38094 -18.00104
H 9.68037 11.53502 -18.69057
C 10.40950 15.81279 -20.38736
O 9.50764 14.76059 -20.66857
C 9.68111 14.28512 -21.98275
C 8.98177 12.96286 -22.13772
N 7.54802 13.16007 -22.05593
C 6.72579 12.07536 -21.78218
C 6.89568 10.93456 -22.82807
O 5.98740 9.90153 -22.61989
C 6.16240 9.17734 -21.43760
H 11.43614 15.44888 -20.26507
H 10.14108 16.28559 -19.44120
H 10.36692 16.60860 -21.13512
H 10.73746 14.18543 -22.25732
H 9.22940 14.99299 -22.69354
H 9.25927 12.24862 -21.34623
H 9.24810 12.58000 -23.12862
H 7.30532 14.07905 -21.70527
H 5.66277 12.31899 -21.79464
H 6.92776 11.61663 -20.78441
H 7.92644 10.56476 -22.92953
H 6.67110 11.36577 -23.80788
H 7.22955 8.97960 -21.24853
H 5.60978 8.24883 -21.54432
H 5.77982 9.73115 -20.56588
C 11.25346 14.60863 -17.18706
O 11.69157 14.11474 -15.93262
C 10.71484 13.54163 -15.10459
C 10.24677 14.51024 -14.02125
N 11.16828 14.62855 -12.93777
C 10.83539 15.53237 -11.87322
C 12.07398 15.89010 -11.07310
O 12.53434 14.71849 -10.47843
C 13.85014 14.83461 -9.94080
H 11.99698 15.34213 -17.48691
H 10.25760 15.05120 -17.13410
H 11.25332 13.80692 -17.94217
H 11.13464 12.63364 -14.64940
H 9.82958 13.25102 -15.68678
H 9.26026 14.14484 -13.66749
H 10.07333 15.50165 -14.44590
H 11.48856 13.73414 -12.57659
H 10.07395 15.12201 -11.18682
H 10.37235 16.42991 -12.29009
H 11.83726 16.68389 -10.35078
H 12.84072 16.31719 -11.73839
H 13.95675 14.04297 -9.20396
H 14.00421 15.81135 -9.48537
H 14.59132 14.66545 -10.72936
C 17.20402 9.48848 -17.64507
O 16.63651 8.68574 -18.65441
C 17.23627 7.39312 -18.69237
C 16.87851 6.73323 -19.97820
N 15.43665 6.46958 -20.01420
C 14.90336 6.07389 -21.28469
C 13.39293 5.90101 -21.23511
O 12.77791 7.14818 -20.99218
C 11.36413 7.05602 -20.87024
H 17.24988 8.97454 -16.67314
H 16.58326 10.37254 -17.49263
H 18.22149 9.80976 -17.88622
H 16.81670 6.81174 -17.86067
H 18.31938 7.46024 -18.56773
H 17.45503 5.80667 -20.06458
H 17.13531 7.31892 -20.87451
H 14.99508 7.32746 -19.69659
H 15.30363 5.10655 -21.60316
H 15.14822 6.76951 -22.10799
H 13.13879 5.16589 -20.45971
H 13.07579 5.47081 -22.19260
H 11.08648 6.41163 -20.02971
H 10.91778 6.71291 -21.80664
H 10.99355 8.07097 -20.70842
O 12.82274 8.39753 -18.45533
H 12.95092 8.28195 -19.42406
H 12.36972 7.59596 -18.16997
O 8.11443 8.95913 -15.55631
H 7.61842 8.95945 -14.72495
H 7.53597 8.51792 -16.19279
```

Summary:
total charge = +3
energy relative to the best compared isomer or geometry (same formula, charge and spin) = 7.3 kcal per mole
highest occupied orbital energy = -14.8 eV
HOMO-LUMO gap = 1.59 eV

Here are the Löwdin charges for atoms 1 to 6, given in e: 1.19 1.31 -0.24 -0.76 0.06 0.07



(4)
Formula: C5H12N2O
Source: the Open Molecules 2025 dataset
Level of theory: ωB97M-V/def2-TZVPD

XYZ file:
```
20
C5H12N2O | the Open Molecules 2025 dataset | ωB97M-V/def2-TZVPD
C -1.34205 -2.20200 -0.03885
N -1.07429 -1.16506 0.95286
C -1.15603 0.16266 0.33701
C 0.23633 0.43615 -0.40105
N -0.09017 1.13684 -1.65861
C 1.13798 1.18170 0.59881
C 2.63883 0.94413 0.45535
O 3.04056 -0.06371 -0.05317
H -0.77149 -2.10533 -0.94868
H -1.29873 -3.16368 0.46508
H -2.41070 -2.18547 -0.35464
H -1.75650 -1.24633 1.68920
H -1.50757 1.05114 0.85327
H -1.75623 0.09869 -0.58163
H 0.64729 -0.54091 -0.62094
H 0.69921 0.98560 -2.27299
H -0.25251 2.12904 -1.49870
H 0.92992 0.58090 1.50241
H 0.80425 2.21132 0.71833
H 3.28190 1.75430 0.85694
```

Summary:
SMILES = CNC[C@@H](N)CC=O
energy relative to the best compared isomer or geometry (same formula, charge and spin) = 57.6 kcal per mole
highest occupied orbital energy = -8.8 eV
HOMO-LUMO gap = 9.79 eV

Here are the Löwdin charges for atoms 1 to 6, given in e: -0.13 -0.12 -0.21 -0.38 0.04 -0.13



(5)
Formula: C20H34Br8N2O
Source: the Open Molecules 2025 dataset
Level of theory: ωB97M-V/def2-TZVPD

XYZ file:
```
65
C20H34Br8N2O | the Open Molecules 2025 dataset | ωB97M-V/def2-TZVPD
C -1.68026 -0.19506 -1.90078
C -1.40051 -0.71020 -0.61111
C -0.04435 -0.90136 -0.47816
N 0.52861 -0.31153 -1.59374
C -0.45552 -0.00634 -2.48135
H -2.61314 0.11004 -2.34097
H -2.12702 -0.87620 0.17288
H 0.59410 -1.23187 0.32354
H 1.50066 -0.11454 -1.74614
H -0.18309 0.37165 -3.45459
C 2.80649 0.13190 1.64916
C 3.20131 -0.85168 0.71618
C 3.16357 -2.03445 1.39057
N 2.86351 -1.82390 2.70770
C 2.61665 -0.47831 2.86875
H 2.62977 1.18780 1.51954
H 3.40539 -0.80247 -0.34003
H 3.40181 -3.04212 1.07805
H 2.85468 -2.56118 3.38506
H 2.27463 -0.03721 3.78832
C -1.25431 -1.41149 3.68534
C -1.03158 0.07675 3.34834
C -2.08051 0.76807 4.18926
O -2.19967 -0.04760 5.38632
C -2.04746 -1.40960 4.99981
H -0.37400 -2.04616 3.77767
H -1.91072 -1.90881 2.96653
H -1.22027 0.20093 2.28212
H -0.06464 0.44146 3.68769
H -3.06004 0.75321 3.70353
H -1.78339 1.70076 4.65871
H -3.05867 -1.81685 4.89392
H -1.54865 -1.98398 5.78187
Br -4.63702 0.84218 0.79696
C -3.31308 2.28726 0.45244
C -3.75690 3.56941 1.08458
Br -3.26248 3.67331 3.00456
H -3.30578 2.44459 -0.62441
H -2.38339 1.87080 0.82063
H -4.82108 3.74235 0.94706
H -3.26019 4.45747 0.70184
Br 0.32831 -5.44932 2.88532
C 0.39459 -5.21491 0.95655
C 1.43037 -6.14847 0.38725
Br 0.75421 -7.97249 0.32401
H 0.76479 -4.20972 0.74150
H -0.57617 -5.35164 0.49560
H 2.39070 -6.11752 0.89561
H 1.66836 -5.98560 -0.66433
Br 2.90493 2.29762 -1.35233
C 1.64252 3.84320 -1.30634
C 0.21924 3.29459 -1.39344
Br -0.96408 4.89123 -1.41394
H 1.91694 4.40411 -2.19159
H 1.84988 4.41842 -0.41204
H -0.01961 2.59754 -0.59766
H 0.08370 2.83280 -2.36530
Br 1.39311 2.48046 -9.76146
C 2.09749 2.06122 -8.00852
C 0.99258 1.84485 -7.03603
Br 1.57074 1.83587 -5.13831
H 2.77626 2.88227 -7.79536
H 2.73091 1.18345 -8.12664
H 0.44325 0.92333 -7.21197
H 0.24350 2.63168 -7.10820
```

Summary:
SMILES = c1cc[nH]c1.c1cc[nH]c1.C1CCOC1.BrCCBr.BrCCBr.BrCCBr.BrCCBr
energy relative to the best compared isomer or geometry (same formula, charge and spin) = 16.4 kcal per mole
highest occupied orbital energy = -8.4 eV
HOMO-LUMO gap = 8.60 eV

Here are the Löwdin charges for atoms 1 to 6, given in e: -0.10 -0.13 -0.11 0.02 -0.18 0.09



(6)
Formula: C5H7FOS
Source: the Open Molecules 2025 dataset
Level of theory: ωB97M-V/def2-TZVPD

XYZ file:
```
15
C5H7FOS | the Open Molecules 2025 dataset | ωB97M-V/def2-TZVPD
F 1.18759 -0.13719 1.48097
C 0.32400 -0.68138 0.58695
C 1.18093 -1.56216 -0.27902
C 0.77337 -0.16554 -0.80964
O 0.94926 1.21157 -0.61985
C -0.16767 1.63109 0.11458
C -0.89796 0.34096 0.84001
S -2.45198 -0.38906 0.13557
H 1.99994 -1.80097 0.33012
H 0.85357 -2.33761 -0.98294
H 0.10095 -0.25303 -1.71778
H 0.26665 2.28958 0.82665
H -1.02623 2.06446 -0.53559
H -1.05751 0.48735 1.87973
H -2.03490 -0.69807 -1.24974
```

Summary:
SMILES = F[C@]12C[C@@H]1OC[C@H]2S
energy relative to the best compared isomer or geometry (same formula, charge and spin) = 104.2 kcal per mole
highest occupied orbital energy = -8.9 eV
HOMO-LUMO gap = 9.52 eV

Here are the Löwdin charges for atoms 1 to 6, given in e: 0.03 -0.40 0.06 -0.24 -0.09 -0.17



| no. | calculated total energy (eV) |
| --- | --- |
| 1 | -42628.7547 |
| 2 | -369043.6267 |
| 3 | -52536.7302 |
| 4 | -10405.9255 |
| 5 | -586658.2351 |
| 6 | -20893.5583 |